This record from the OMol25 dataset describes 14 unconnected molecules or ions with the total composition C56H112O28S14 in a non-equilibrium geometry. The level of theory is ωB97M-V with the def2-TZVPD basis set.

Output
DFT total energy: -268906.08561 eV
LUMO energy: 0.05 eV
Relative energy (zero: lowest compared OMol25 entry of this formula, charge and spin): 1.615 eV
Molecular weight: 1682.422 g mol⁻¹
Total charge: 0
HOMO level: -9.811 eV

Each atom is followed by the atoms it is bonded to, with distances in Å.
Cartesian coordinates (Å):
1 C -6.7743 11.4898 24.9167  C2 1.547, C7 1.546, H8 1.065, H9 1.092
2 C -6.4340 10.3392 23.9396  C1 1.547, C3 1.533, H10 1.088, H11 1.125
3 C -7.4066 9.1706 24.1363  C2 1.533, S4 1.724, H12 1.091, H13 1.112
4 S -7.6217 9.2402 25.8454  C3 1.724, O5 1.450, O6 1.452, C7 1.766
5 O -6.3564 9.0384 26.5239  S4 1.450
6 O -8.7971 8.4664 26.2015  S4 1.452
7 C -7.8069 10.9932 25.9547  C1 1.546, S4 1.766, H14 1.102, H15 1.118
8 H -7.1325 12.3456 24.3930  C1 1.065
9 H -5.8588 11.7171 25.4678  C1 1.092
10 H -5.4303 10.0145 24.2054  C2 1.088
11 H -6.3505 10.5938 22.8471  C2 1.125
12 H -7.0245 8.1773 23.8956  C3 1.091
13 H -8.3861 9.3523 23.6412  C3 1.112
14 H -7.6111 11.1968 27.0197  C7 1.102
15 H -8.8281 11.4143 25.7797  C7 1.118
16 C -12.2185 11.1136 27.9042  C17 1.515, C22 1.491, H23 1.082, H24 1.094
17 C -13.3063 11.3889 26.8870  C16 1.515, C18 1.531, H25 1.094, H26 1.058
18 C -12.6197 12.5402 26.1472  C17 1.531, S19 1.788, H27 1.082, H28 1.056
19 S -11.7150 13.5256 27.3341  C18 1.788, O20 1.441, O21 1.428, C22 1.804
20 O -12.2555 14.8414 27.5615  S19 1.441
21 O -10.3132 13.5253 27.0631  S19 1.428
22 C -11.9802 12.3605 28.6856  C16 1.491, S19 1.804, H29 1.086, H30 1.107
23 H -11.2863 10.9573 27.3778  C16 1.082
24 H -12.4559 10.2218 28.4918  C16 1.094
25 H -14.2457 11.6758 27.3689  C17 1.094
26 H -13.4733 10.6030 26.1985  C17 1.058
27 H -13.4134 13.1566 25.7467  C18 1.082
28 H -11.9867 12.2063 25.3712  C18 1.056
29 H -12.8338 12.5944 29.3147  C22 1.086
30 H -11.0175 12.4608 29.2227  C22 1.107
31 C -13.1674 4.6058 17.4124  C32 1.556, C37 1.509, H38 1.097, H39 1.080
32 C -14.2859 5.0819 16.4406  C31 1.556, C33 1.547, H40 1.087, H41 1.140
33 C -14.5770 6.5692 16.7507  C32 1.547, S34 1.738, H42 1.086, H43 1.082
34 S -13.4596 7.0030 18.0099  C33 1.738, O35 1.444, O36 1.454, C37 1.739
35 O -14.0634 7.9135 18.9540  S34 1.444
36 O -12.1513 7.3305 17.4664  S34 1.454
37 C -13.3241 5.4047 18.6823  C31 1.509, S34 1.739, H44 1.114, H45 1.125
38 H -12.2240 4.9540 16.9745  C31 1.097
39 H -13.1836 3.5424 17.6013  C31 1.080
40 H -15.1981 4.5030 16.5604  C32 1.087
41 H -13.8565 4.8646 15.4071  C32 1.140
42 H -15.5952 6.7264 17.0942  C33 1.086
43 H -14.4179 7.2106 15.8946  C33 1.082
44 H -14.2338 5.1768 19.2830  C37 1.114
45 H -12.4560 5.4170 19.3985  C37 1.125
46 C -5.2500 12.5297 20.9194  C47 1.550, C52 1.529, H53 1.063, H54 1.083
47 C -5.8788 11.7949 19.7078  C46 1.550, C48 1.518, H55 1.110, H56 1.092
48 C -7.3447 11.6020 20.0508  C47 1.518, S49 1.758, H57 1.086, H58 1.078
49 S -7.8646 13.1614 20.6744  C48 1.758, O50 1.438, O51 1.426, C52 1.822
50 O -8.9069 13.1005 21.6630  S49 1.438
51 O -8.1275 13.9587 19.5221  S49 1.426
52 C -6.2767 13.5021 21.5012  C46 1.529, S49 1.822, H59 1.082, H60 1.096
53 H -4.4091 13.1143 20.6361  C46 1.063
54 H -4.8399 11.8113 21.6189  C46 1.083
55 H -5.4356 10.8091 19.4568  C47 1.110
56 H -5.8962 12.4358 18.8240  C47 1.092
57 H -7.5378 10.8329 20.7936  C48 1.086
58 H -7.9237 11.2926 19.1957  C48 1.078
59 H -6.3501 13.3830 22.5740  C52 1.082
60 H -5.9952 14.5313 21.2519  C52 1.096
61 C -9.6026 6.9676 18.8917  C62 1.646, C67 1.470, H68 1.054, H69 1.089
62 C -8.9018 5.6053 19.4933  C61 1.646, C63 1.583, H70 1.121, H71 1.126
63 C -7.6547 5.9976 20.3853  C62 1.583, S64 1.798, H72 1.080, H73 1.052
64 S -7.6970 7.7889 20.5367  C63 1.798, O65 1.408, O66 1.449, C67 1.843
65 O -6.3659 8.2489 20.5365  S64 1.408
66 O -8.4966 8.3127 21.6257  S64 1.449
67 C -8.6113 8.0517 18.9579  C61 1.470, S64 1.843, H74 1.093, H75 1.110
68 H -10.4881 7.1904 19.4174  C61 1.054
69 H -9.9927 6.6803 17.9162  C61 1.089
70 H -8.5871 5.0053 18.6008  C62 1.121
71 H -9.7035 5.0849 20.0878  C62 1.126
72 H -6.7264 5.8543 19.8528  C63 1.080
73 H -7.6061 5.5977 21.3574  C63 1.052
74 H -7.8101 7.8510 18.2418  C67 1.093
75 H -9.0723 9.0599 18.9043  C67 1.110
76 C -18.2547 13.8346 20.3325  C77 1.523, C82 1.531, H83 1.085, H84 1.123
77 C -17.2215 13.5227 21.4074  C76 1.523, C78 1.535, H85 1.120, H86 1.106
78 C -15.9041 14.1154 20.8873  C77 1.535, S79 1.809, H87 1.117, H88 1.110
79 S -15.9599 13.8974 19.0918  C78 1.809, O80 1.418, O81 1.414, C82 1.807
80 O -15.1515 12.7617 18.8331  S79 1.418
81 O -15.7408 15.0871 18.3592  S79 1.414
82 C -17.6667 13.3092 19.0200  C76 1.531, S79 1.807, H89 1.104, H90 1.094
83 H -18.4011 14.9067 20.4071  C76 1.085
84 H -19.1987 13.2829 20.5872  C76 1.123
85 H -17.1258 12.4096 21.4846  C77 1.120
86 H -17.5569 13.9351 22.3777  C77 1.106
87 H -15.0146 13.5212 21.2082  C78 1.117
88 H -15.7160 15.1809 21.1335  C78 1.110
89 H -17.6142 12.2080 19.0690  C82 1.104
90 H -18.2468 13.7708 18.2151  C82 1.094
91 C -13.7881 10.3659 16.3700  C92 1.565, C97 1.528, H98 1.094, H99 1.090
92 C -13.2960 11.8496 16.2856  C91 1.565, C93 1.510, H100 1.101, H101 1.068
93 C -14.3466 12.5581 15.4649  C92 1.510, S94 1.786, H102 1.077, H103 1.103
94 S -15.8953 11.6802 15.6106  C93 1.786, O95 1.432, O96 1.428, C97 1.828
95 O -16.1635 11.0655 14.3450  S94 1.432
96 O -16.8722 12.4781 16.2798  S94 1.428
97 C -15.2630 10.4116 16.7646  C91 1.528, S94 1.828, H104 1.110, H105 1.095
98 H -13.2372 9.6882 17.0287  C91 1.094
99 H -13.7802 9.9240 15.3740  C91 1.090
100 H -12.2764 11.8406 15.8698  C92 1.101
101 H -13.3286 12.2739 17.2651  C92 1.068
102 H -14.0644 12.5651 14.4258  C93 1.077
103 H -14.5032 13.6041 15.7769  C93 1.103
104 H -15.8245 9.4661 16.6165  C97 1.110
105 H -15.4537 10.8367 17.7559  C97 1.095
106 C -16.3869 11.9338 24.3543  C107 1.555, C112 1.481, H113 1.107, H114 1.110
107 C -17.3883 12.0998 25.5322  C106 1.555, C108 1.560, H115 1.099, H116 1.104
108 C -17.4388 10.7361 26.2879  C107 1.560, S109 1.807, H117 1.090, H118 1.084
109 S -16.9524 9.5185 25.0438  C108 1.807, O110 1.424, O111 1.417, C112 1.784
110 O -18.0334 8.6241 24.7994  S109 1.424
111 O -15.6583 8.9876 25.2716  S109 1.417
112 C -16.9068 10.7045 23.7124  C106 1.481, S109 1.784, H119 1.127, H120 1.054
113 H -15.4159 11.6631 24.8107  C106 1.107
114 H -16.2391 12.7714 23.6406  C106 1.110
115 H -18.4084 12.4026 25.2569  C107 1.099
116 H -16.9869 12.8774 26.2049  C107 1.104
117 H -18.4154 10.4075 26.6427  C108 1.090
118 H -16.6097 10.6561 26.9809  C108 1.084
119 H -17.9956 10.8164 23.4438  C112 1.127
120 H -16.1929 10.3527 23.0212  C112 1.054
121 C -9.3138 10.2762 13.7179  C122 1.547, C127 1.539, H128 1.089, H129 1.048
122 C -9.4763 11.8126 13.7973  C121 1.547, C123 1.519, H130 1.103, H131 1.071
123 C -8.6406 12.3197 14.9596  C122 1.519, S124 1.860, H132 1.085, H133 1.079
124 S -8.8216 10.9763 16.2328  C123 1.860, O125 1.444, O126 1.473, C127 1.836
125 O -9.7117 11.4575 17.2626  S124 1.444
126 O -7.4910 10.3986 16.4902  S124 1.473
127 C -9.6227 9.7475 15.1294  C121 1.539, S124 1.836, H134 1.071, H135 1.091
128 H -8.2911 9.9547 13.5254  C121 1.089
129 H -9.9701 9.7861 13.0638  C121 1.048
130 H -10.5353 11.9992 14.0428  C122 1.103
131 H -9.2970 12.1476 12.7959  C122 1.071
132 H -9.1642 13.1415 15.4365  C123 1.085
133 H -7.6406 12.6321 14.6996  C123 1.079
134 H -10.6479 9.8048 15.4326  C127 1.071
135 H -9.1540 8.8165 15.4505  C127 1.091
136 C -12.9616 7.0244 24.7504  C137 1.596, C142 1.511, H143 1.108, H144 1.112
137 C -11.6400 7.8063 25.1844  C136 1.596, C138 1.499, H145 1.077, H146 1.071
138 C -10.7835 7.9012 23.9581  C137 1.499, S139 1.804, H147 1.085, H148 1.138
139 S -11.1701 6.4463 22.9635  C138 1.804, O140 1.441, O141 1.408, C142 1.810
140 O -10.0056 5.5997 22.9110  S139 1.441
141 O -11.8162 6.7876 21.7597  S139 1.408
142 C -12.4440 5.7819 24.0647  C136 1.511, S139 1.810, H149 1.059, H150 1.122
143 H -13.5646 7.6278 24.0439  C136 1.108
144 H -13.6631 6.7687 25.5751  C136 1.112
145 H -11.2017 7.2379 25.9880  C137 1.077
146 H -11.8728 8.8065 25.4878  C137 1.071
147 H -9.7038 7.8722 24.0599  C138 1.085
148 H -10.9911 8.8184 23.3165  C138 1.138
149 H -11.8922 5.1066 24.6662  C142 1.059
150 H -13.2387 5.3728 23.3858  C142 1.122
151 C -16.6730 9.3335 20.4187  C152 1.561, C157 1.566, H158 1.083, H159 1.090
152 C -16.0920 8.3068 21.4414  C151 1.561, C153 1.513, H160 1.039, H161 1.139
153 C -16.9357 7.0518 21.4997  C152 1.513, S154 1.808, H162 1.085, H163 1.161
154 S -17.5861 6.7711 19.8364  C153 1.808, O155 1.468, O156 1.472, C157 1.869
155 O -19.0217 6.5355 20.0356  S154 1.468
156 O -16.6406 5.9445 19.0686  S154 1.472
157 C -17.3872 8.5416 19.2722  C151 1.566, S154 1.869, H164 1.103, H165 1.093
158 H -16.0195 10.1115 20.0432  C151 1.083
159 H -17.5323 9.7807 20.9194  C151 1.090
160 H -16.0139 8.6668 22.4132  C152 1.039
161 H -15.0413 8.0183 21.1080  C152 1.139
162 H -17.8463 7.2410 22.0579  C153 1.085
163 H -16.3642 6.1193 21.8884  C153 1.161
164 H -18.4300 8.8994 19.2433  C157 1.103
165 H -16.9585 8.5200 18.2667  C157 1.093
166 C -12.5278 17.4070 24.8282  C167 1.514, C172 1.551, H173 1.102, H174 1.082
167 C -11.3595 16.8306 24.0566  C166 1.514, C168 1.573, H175 1.077, H176 1.072
168 C -11.6622 15.3165 23.7537  C167 1.573, S169 1.762, H177 1.077, H178 1.057
169 S -13.3511 15.4383 23.2648  C168 1.762, O170 1.464, O171 1.453, C172 1.804
170 O -13.9652 14.1246 23.4649  S169 1.464
171 O -13.5075 16.1860 22.0290  S169 1.453
172 C -13.7764 16.5035 24.6575  C166 1.551, S169 1.804, H179 1.089, H180 1.101
173 H -12.7733 18.4379 24.5255  C166 1.102
174 H -12.3471 17.3367 25.8926  C166 1.082
175 H -10.4167 16.9873 24.5540  C167 1.077
176 H -11.2064 17.2874 23.0990  C167 1.072
177 H -11.7028 14.7817 24.6874  C168 1.077
178 H -11.1254 14.7897 23.0117  C168 1.057
179 H -14.0096 15.8084 25.4624  C172 1.089
180 H -14.7007 17.0398 24.3931  C172 1.101
181 C -11.5243 12.0735 19.8613  C182 1.521, C187 1.537, H188 1.082, H189 1.102
182 C -12.1733 10.7345 19.5439  C181 1.521, C183 1.512, H190 1.105, H191 1.109
183 C -12.0344 9.8984 20.7955  C182 1.512, S184 1.820, H192 1.115, H193 1.128
184 S -12.7030 11.0753 22.0118  C183 1.820, O185 1.454, O186 1.425, C187 1.755
185 O -12.2314 10.8924 23.3751  S184 1.454
186 O -14.1171 11.1261 21.8414  S184 1.425
187 C -11.9939 12.4950 21.2626  C181 1.537, S184 1.755, H194 1.071, H195 1.077
188 H -11.7334 12.8028 19.0896  C181 1.082
189 H -10.4250 12.0369 19.9254  C181 1.102
190 H -11.7129 10.2638 18.6558  C182 1.105
191 H -13.2372 10.7505 19.2313  C182 1.109
192 H -10.9345 9.8088 20.9526  C183 1.115
193 H -12.4865 8.8663 20.8534  C183 1.128
194 H -11.2892 12.8854 21.9680  C187 1.071
195 H -12.7615 13.2492 21.3140  C187 1.077
196 C -11.3079 15.8985 16.9228  C197 1.576, C202 1.542, H203 1.056, H204 1.114
197 C -12.6922 15.5948 17.6132  C196 1.576, C198 1.542, H205 1.090, H206 1.098
198 C -12.7634 15.9911 19.1014  C197 1.542, S199 1.826, H207 1.082, H208 1.080
199 S -11.0332 16.0829 19.6774  C198 1.826, O200 1.449, O201 1.429, C202 1.879
200 O -10.7804 15.0546 20.6660  S199 1.449
201 O -10.7288 17.4367 20.0195  S199 1.429
202 C -10.2645 15.6253 18.0248  C196 1.542, S199 1.879, H209 1.108, H210 1.061
203 H -11.4292 16.9008 16.6131  C196 1.056
204 H -11.1243 15.2809 16.0146  C196 1.114
205 H -12.9111 14.5266 17.6059  C197 1.090
206 H -13.5203 15.9817 17.0048  C197 1.098
207 H -13.1492 15.2896 19.8292  C198 1.082
208 H -13.3115 16.9009 19.2997  C198 1.080
209 H -10.0109 14.5564 18.1694  C202 1.108
210 H -9.3525 16.1681 18.0318  C202 1.061

Mulliken population analysis, charges in e, atoms 1 to 8:
1 C -0.6431
2 C -0.2324
3 C 0.2093
4 S 1.2589
5 O -0.8011
6 O -0.6112
7 C -0.3874
8 H 0.2312